No. 1
The following is a DFT calculation (ωB97M-V/def2-TZVPD) of a 14-piece molecular cluster, C36H97N3O39S11 overall.

```
186
Properties=species:S:1:pos:R:3:forces:R:3:mulliken_charge:R:1
H -7.18524 -4.82955 8.24321 0.1 0.0 -0.5 0.34
C -1.01181 -8.43016 9.43694 1.1 -0.6 1.2 -0.20
H -9.93168 -0.62095 9.75404 -0.4 0.9 0.2 0.31
H 0.65989 -8.37931 8.06119 0.1 0.1 0.2 0.28
S 7.69359 -6.30232 2.08472 1.9 0.7 -1.6 1.13
O 1.05775 -0.49579 10.99746 0.3 1.8 1.8 -0.46
H -2.48263 -12.22306 10.80713 -0.4 0.1 0.1 0.35
O -6.18512 -2.44708 -4.65266 -0.1 -0.6 2.1 -0.60
H -8.51328 -0.81588 0.49193 0.4 0.4 -0.2 0.36
H -3.55923 -10.80738 10.25944 -0.1 -0.1 0.9 0.32
H 1.62605 4.47667 5.74284 0.8 -0.8 0.4 0.30
H 9.82612 7.01242 -4.61027 -0.2 -0.5 0.1 0.34
H -1.96478 8.71951 -2.46585 -0.3 -0.3 -0.3 0.30
H 0.75380 8.09034 -6.24428 0.0 0.2 -0.2 0.31
O -1.45192 9.14548 -5.11647 -0.3 0.5 0.5 -0.28
H -6.97792 -3.28957 8.97678 -0.1 0.6 -0.4 0.32
O 8.37540 1.42370 4.41835 0.7 1.8 -0.1 -0.28
H -0.36589 2.06334 9.92608 0.0 -0.2 -0.3 0.31
O 6.43411 -6.18724 2.73778 0.2 -0.2 0.7 -0.58
H 6.40298 -0.27367 5.23740 0.8 0.4 -1.4 0.39
O 0.72267 -9.01659 2.99998 1.0 1.2 -1.2 -0.51
O -0.19202 1.52305 -13.17152 -0.9 -0.3 -3.4 -0.33
H 5.84867 2.70969 -1.81283 -0.3 0.2 -0.1 0.36
S 6.08963 5.04423 -2.05078 1.5 0.4 1.1 1.11
H 3.13483 5.28502 5.16811 0.0 -0.2 0.1 0.36
H -6.16177 2.21238 -6.53708 0.1 -0.2 -0.2 0.40
H -3.34976 8.95134 -4.41496 0.0 0.2 -0.7 0.26
H 10.02281 0.78471 2.62119 0.1 -0.4 0.1 0.31
O -4.95486 -2.48939 -2.44645 -2.4 -0.8 -1.1 -0.59
H -1.70480 -1.50123 0.93315 0.8 0.0 -0.2 0.33
C 10.74977 1.37307 3.18107 -1.9 1.0 -0.2 -0.93
C 1.29275 6.41387 5.26535 3.1 0.0 1.1 -0.21
O 0.09322 1.19630 12.13588 2.1 -1.3 -2.1 -0.47
H -2.97498 10.10218 -2.14824 -0.5 0.1 -0.6 0.36
O -0.39109 1.67960 1.66147 0.9 -1.5 -2.0 -0.56
H 1.60575 -5.21055 -5.01651 -0.2 0.0 0.7 0.29
O -8.98925 -2.29775 7.55045 1.2 -2.2 -0.9 -0.34
C -6.83240 -3.81939 8.03539 -0.5 0.0 -0.9 -0.87
H -2.82163 5.80429 5.27393 0.7 -0.3 0.3 0.34
H 0.80371 1.99519 -10.11036 -0.2 0.1 0.3 0.34
C -1.51859 -0.60793 -14.10195 1.2 0.3 0.1 -0.83
O -0.13238 1.03893 -15.60719 0.7 -1.9 3.0 -0.61
H -2.32215 0.06310 -14.40542 0.3 0.1 0.2 0.31
C -10.00310 -0.51348 8.67171 0.0 -1.4 1.5 -1.13
H -8.46900 2.01122 -12.38804 -0.2 0.5 0.2 0.36
H 1.59815 9.12525 -5.03804 0.0 0.0 -0.2 0.32
C -2.56477 9.70071 -4.31323 -0.7 -0.9 0.7 -0.25
S -6.17388 -2.77103 -3.23002 0.9 0.0 -0.8 1.13
O 8.98401 3.47273 3.05378 0.6 -1.9 1.1 -0.54
H 8.60368 -5.27639 0.24213 -0.3 0.4 -0.4 0.33
H -10.74004 -1.27876 8.42810 -0.2 0.2 -0.3 0.31
S -1.74235 -10.99759 8.92512 -0.4 -0.3 -1.5 1.08
C 8.58402 0.56376 5.55803 -2.1 -2.0 -0.4 -0.05
H -1.33713 10.27854 -2.66719 0.0 0.3 -0.1 0.29
H -9.41843 -0.64947 -1.02069 0.4 0.4 -0.2 0.32
H -1.97438 -10.55126 11.24182 -0.5 0.1 0.1 0.30
H -6.85995 -0.48083 -1.05167 0.4 0.1 -1.3 0.26
O -1.93467 -9.33319 8.70273 0.7 -0.7 0.9 -0.33
H 8.96242 0.94032 6.50835 0.6 0.8 -0.7 0.28
H 1.13198 6.20874 4.20697 -1.0 -0.4 0.2 0.38
C -7.49523 2.33261 -8.19734 1.6 -0.3 1.0 -0.12
H -5.99120 3.72060 -7.38716 -0.3 0.2 -0.1 0.32
H -7.36943 3.33805 -11.65339 -0.6 0.2 -0.3 0.33
H 2.59534 5.48821 6.87765 -0.2 0.2 -0.2 0.30
O 7.72194 -7.81427 1.44047 0.0 1.8 0.9 -0.25
H 2.37084 -6.79696 1.25630 -0.2 -0.5 -0.1 0.28
H 1.88020 7.33104 5.22272 -0.7 0.6 0.4 0.31
H -7.59505 -4.67272 -2.42173 0.1 0.1 -0.3 0.30
H -6.79564 -5.12294 -4.01106 -0.4 0.7 -0.2 0.33
H -1.48891 -1.44833 -14.79545 0.1 -0.1 0.2 0.35
O -7.42565 -1.94199 -2.59122 0.9 -0.2 0.5 -0.30
H 8.47737 -10.08147 -0.00043 0.1 0.2 -0.2 0.32
C 8.76817 -9.84708 1.02358 -0.6 -1.2 -0.3 -1.34
C 6.73431 3.33200 -1.94118 -1.4 0.2 0.4 -0.90
H 1.13738 -3.92180 -3.70403 0.2 -0.4 -0.1 0.27
H -6.68250 1.85747 -8.74672 -0.4 -0.4 -0.6 0.22
H -6.71190 -2.11092 -0.58311 0.0 -0.4 -0.5 0.31
H 9.27015 7.52965 -2.97236 0.2 0.4 -0.3 0.29
H 9.63887 -10.46455 1.24428 0.2 0.2 0.0 0.37
H 6.57938 0.61517 6.57264 0.6 0.4 0.5 0.34
H 7.81234 5.26058 -4.29270 0.0 0.0 0.0 0.38
H 1.09803 1.27907 9.21661 -0.1 0.2 0.0 0.26
N 1.53022 -8.53287 2.20713 1.2 -0.8 -0.6 0.82
S 9.53108 2.54305 4.03199 -0.2 -0.5 -0.4 1.10
H 0.42891 -6.83775 9.01515 0.3 -0.5 0.7 0.37
S -1.03493 7.42783 5.59360 -0.5 1.2 1.4 1.12
C -6.72696 2.99029 -7.05041 -0.5 -0.4 0.5 -1.28
H -10.33324 0.44157 8.26307 0.2 0.0 0.5 0.31
O 1.25372 -0.40207 -14.08771 0.7 -0.8 0.8 -0.55
C -1.39495 -0.66327 1.55759 -0.9 0.0 -0.1 -0.91
H -0.76612 2.51818 -10.73896 0.0 -0.3 -0.1 0.30
C 7.19710 -0.02289 5.94066 -1.4 -0.1 0.4 -1.37
C 1.48145 -4.17271 -4.70740 0.5 1.0 -1.3 -0.67
H -8.21016 1.59054 -7.84194 0.0 0.2 -0.1 0.37
O -9.90364 3.97103 -10.64612 0.9 -2.1 2.0 -0.58
S -0.38922 10.14800 -5.73541 -0.5 2.7 -0.7 1.19
O -1.85628 7.84392 6.73936 1.7 -0.9 -1.9 -0.61
H 0.45319 0.47509 -11.76200 0.7 -0.1 1.3 0.28
O 3.85365 -4.06925 -4.65042 -0.8 -0.3 0.5 -0.49
C 0.29985 2.45850 -10.95863 0.0 -0.1 0.6 -1.16
H -8.60897 -0.36904 7.23745 0.9 0.1 -0.1 0.22
N 0.58554 0.64805 11.11877 -2.8 -2.0 0.2 0.74
H 9.59504 -8.09297 0.38550 -0.2 1.2 0.2 0.25
H 7.26001 3.20818 -0.99439 0.5 0.3 -0.4 0.32
O 10.01831 3.06377 5.27356 0.3 -0.2 -0.2 -0.61
C 7.55389 -5.44069 0.48511 0.3 -0.2 1.0 -0.91
O 1.14436 -0.25308 1.06306 -0.6 0.9 -0.7 -0.58
O -0.51136 8.46255 4.69169 -0.6 -2.1 1.4 -0.60
C 8.98886 7.05781 -3.91381 -2.0 0.9 0.6 -1.21
H -1.59376 5.66703 3.88562 0.5 -0.2 0.6 0.35
C -7.99655 2.45764 -11.51306 0.2 -0.8 1.9 -0.90
H -1.44646 -7.71244 10.13268 -1.5 0.0 -0.7 0.39
H 9.55007 -8.32481 2.20070 0.3 0.6 -0.3 0.31
O 7.55361 5.85372 -2.31803 -3.3 0.6 1.8 -0.35
C -2.03512 6.26939 4.67963 -0.8 1.2 -1.0 -0.93
C -8.68732 -1.25837 -0.48889 -0.2 -0.6 -0.4 -1.21
O 5.23155 5.17020 -3.19361 0.5 0.0 0.2 -0.57
O -9.81872 1.57463 -9.63663 1.1 2.5 -0.8 -0.60
H -1.58698 -0.89212 -13.05188 -0.1 -0.2 -0.2 0.31
H -9.29230 -2.11830 -0.20145 0.5 -0.7 -0.5 0.34
H 7.20090 2.96288 -2.85450 0.4 0.5 0.2 0.33
O -7.06251 -2.01950 5.93819 -1.6 -2.9 1.3 -0.62
H -0.61298 -7.19662 7.78951 -0.1 -0.2 -0.5 0.29
H 9.15380 5.20214 -3.07047 0.2 -0.9 -0.8 0.26
O -0.05728 11.19337 -4.74720 -0.6 -1.8 -1.6 -0.62
O -8.59450 -4.15109 5.87064 2.2 2.8 2.0 -0.58
H -2.95293 10.67642 -4.60551 0.5 -0.1 -0.6 0.31
O -2.55684 -11.70834 7.90471 1.6 2.2 2.5 -0.58
C -8.69274 -1.01255 8.11323 -0.5 1.4 -2.8 -0.16
C -0.67712 1.84183 -2.73514 -0.5 -1.3 1.6 -1.12
C 0.17161 1.12790 9.77067 0.6 1.5 0.0 -0.64
S 0.05920 0.30841 -14.31940 -3.4 4.5 -3.2 1.08
H 0.66481 3.48559 -10.96052 0.2 -0.1 -0.8 0.32
C -1.04484 1.67768 -1.19942 -0.1 1.6 -1.5 -0.23
H -7.38618 3.36493 -6.26734 0.0 0.5 -0.3 0.33
C 8.32816 5.78035 -3.48531 2.1 -2.4 -0.2 -0.10
H 1.14060 -6.45804 2.46162 -0.3 -0.2 -0.1 0.28
H -7.31931 1.71363 -11.09366 0.0 -0.3 -0.1 0.30
C 0.64079 1.50218 -12.07505 0.8 -1.5 1.1 -0.13
H 7.03810 -6.07502 -0.23578 0.2 -0.1 0.2 0.29
H 1.69034 1.53483 -12.36741 0.1 0.3 0.0 0.33
H 11.33653 0.74873 3.85488 0.0 0.5 0.0 0.32
C 2.28165 5.34156 5.84412 -1.9 0.3 -1.1 -1.17
H -5.87678 -5.13632 -2.57494 0.0 0.4 0.3 0.33
H 1.54201 9.65590 -6.77120 0.2 -0.4 0.0 0.32
C -0.04055 -7.71069 8.56162 -0.7 0.7 -1.7 -1.16
O -0.31963 -11.28179 8.98682 -1.4 0.4 0.3 -0.57
H -0.38004 -8.92704 10.17321 -0.2 -1.2 -0.2 0.29
C 9.00371 -8.36902 1.25855 0.7 -2.7 0.6 -0.03
H -2.58070 7.01382 4.09974 -0.3 0.1 -0.2 0.33
H 7.94471 -10.25609 1.60901 0.1 0.3 0.4 0.35
H -1.21778 1.04728 -3.24942 0.3 0.1 -0.4 0.28
C -6.70695 -4.61450 -3.05100 1.0 1.1 0.3 -0.86
H -7.75105 -0.93285 8.65634 -0.3 -0.4 0.5 0.45
S -0.12141 0.42263 0.94509 -1.6 -0.4 0.6 1.08
H -0.40252 0.36306 9.24771 0.0 0.0 0.5 0.27
H -0.54429 2.53338 -0.74629 0.0 -0.3 0.7 0.34
H 11.26410 1.93588 2.40209 0.4 0.1 0.6 0.39
C 1.04043 9.10675 -5.97436 -0.6 0.3 0.4 -0.86
H 7.19356 -0.99795 6.42783 1.0 0.1 0.5 0.39
O 2.83192 -2.43945 -5.63848 -0.8 -2.7 2.0 -0.50
H -2.29841 -0.05398 1.58276 0.1 0.2 0.3 0.31
O 9.00654 -5.92897 2.69049 -3.3 -1.2 -1.1 -0.62
N 2.81669 -3.52820 -4.96480 1.5 2.8 -2.1 0.79
O -0.64038 0.41977 -0.67562 1.9 0.2 2.1 -0.26
H 9.14255 -0.28424 5.16176 0.6 0.1 0.4 0.26
H 0.90343 -3.64174 -5.46376 -0.5 -0.3 0.4 0.31
H 8.13490 7.57473 -4.35159 0.5 1.0 -0.2 0.30
C -2.24335 9.70096 -2.84957 1.8 0.1 1.1 -1.03
S -7.84740 -3.09490 6.61301 -0.8 1.1 0.1 1.13
C -7.30698 -1.45996 -1.22360 -1.5 0.1 2.1 -0.12
H 6.95822 -4.54283 0.64983 0.4 0.1 0.0 0.37
C -2.57710 -11.16320 10.57073 1.3 0.0 -2.1 -0.82
H 0.61969 -7.17598 0.88561 0.1 0.1 0.1 0.27
O 5.61346 5.46452 -0.73062 1.2 -0.7 -2.5 -0.56
H 0.40139 1.70910 -2.82059 -0.1 -0.1 -0.1 0.31
C 1.40456 -7.12413 1.64019 -0.4 -0.1 1.0 -0.66
O 2.51217 -9.12088 1.73093 -1.4 0.2 0.9 -0.49
H -2.11043 1.71296 -0.97276 -0.1 0.5 -0.5 0.30
O -0.88092 10.57865 -7.05664 0.9 -0.8 2.2 -0.63
H -1.13238 -1.00817 2.55769 0.1 0.2 -0.1 0.33
S -9.16947 2.81005 -10.11364 -0.5 0.2 -2.4 1.12
H -5.78651 -3.77776 7.73131 -0.2 -0.2 0.0 0.32
H -0.93310 2.81742 -3.14842 -0.2 -0.1 0.3 0.35
O -8.10372 3.32630 -9.00308 -1.5 0.3 -0.9 -0.26
O 0.17788 6.48349 6.18151 -0.8 1.2 -1.6 -0.27
```
Forces are in eV/Å.

The charge is 0. The energy comes out at -242391.483 eV. As for the spin multiplicity: 1. The calculation puts the LUMO energy at -0.6 eV.

---

No. 2
The following is a DFT calculation (ωB97M-V/def2-TZVPD) of one molecule with the formula C4H6O2.

```
12
Properties=species:S:1:pos:R:3:forces:R:3:mulliken_charge:R:1
H -1.70299 0.85148 0.30666 1.0 -0.2 -0.3 0.31
C 0.20243 0.02723 -0.60141 -2.3 -1.5 0.0 1.00
H -0.87143 -0.41879 1.19021 0.0 -0.1 0.1 0.30
C 1.41143 0.74489 -0.92717 -1.2 -4.6 1.0 0.16
C -0.69173 0.45698 0.57018 -0.7 -0.7 -0.7 -1.16
H 2.06615 -0.63164 0.67640 -0.2 -0.2 1.2 0.29
O 1.86623 1.64993 -1.47025 1.9 3.3 -1.6 -0.43
H -0.20808 1.19490 1.16418 0.5 0.6 0.6 0.35
H 1.89418 -1.45150 -0.92371 0.0 -0.2 -0.3 0.29
C 1.57876 -0.66803 -0.26342 -0.2 2.6 -1.4 -0.88
H -0.74940 -0.26254 -2.45804 0.5 0.0 1.2 0.32
O -0.53995 -0.74708 -1.62685 0.8 1.1 0.5 -0.55
```
Forces are in eV/Å.

The charge is 0. The energy comes out at -8337.623 eV. As for the spin multiplicity: 1. The calculation puts the LUMO energy at 0.8 eV.

---

No. 3
The following is a DFT calculation (ωB97M-V/def2-TZVPD) of one molecule with the formula C3H7N5.

```
15
Properties=species:S:1:pos:R:3:forces:R:3:mulliken_charge:R:1
H -0.67076 2.71574 -0.35142 -1.1 -0.8 0.5 0.33
C -0.43912 1.67116 -0.11490 3.4 -0.1 -1.1 -0.66
C -1.15280 0.37968 0.12461 2.8 1.7 0.1 0.36
N 1.09581 -0.03440 -0.19788 -0.2 2.3 -1.3 0.26
H -0.74250 -2.56094 0.24463 -0.1 1.8 -2.2 0.27
H 1.73709 2.07204 -0.51628 -0.2 -0.6 0.3 0.40
N 2.28707 -0.42665 0.35264 0.8 0.5 2.1 -0.71
H 2.42454 -0.32572 1.39344 -0.9 0.5 -1.0 0.23
H -2.58362 -0.80536 0.83852 0.9 3.3 -2.0 0.25
H -1.15403 -1.47431 -1.18008 -0.6 -1.7 -0.1 0.30
N -0.47598 -1.83264 -0.51107 0.3 -0.3 1.4 -0.62
N -2.35604 0.22918 0.35749 -3.8 -3.4 2.1 -0.66
H 2.38942 -1.38960 0.24206 0.3 -1.9 -0.9 0.26
C 0.92045 1.38901 -0.27595 -3.4 -2.2 0.3 -0.14
N -0.17533 -0.63135 0.13120 1.8 0.9 1.7 0.13
```
Forces are in eV/Å.

The charge is 0. The energy comes out at -10670.658 eV. As for the spin multiplicity: 1. The calculation puts the LUMO energy at 0.7 eV.

---

No. 4
The following is a DFT calculation (ωB97M-V/def2-TZVPD) of one molecule with the formula C5H10O.

```
16
Properties=species:S:1:pos:R:3:forces:R:3:mulliken_charge:R:1
H 0.07444 2.09751 -0.80501 0.0 -0.1 0.1 0.26
O -2.08441 0.18796 0.54461 -0.1 -0.1 0.1 -0.55
H -1.55293 0.47281 -1.41473 0.1 0.0 0.2 0.23
C -0.04296 1.32001 -0.04355 0.0 0.1 0.0 -0.73
H -0.87840 -1.95407 -0.38590 0.1 0.1 0.0 0.41
H -2.17910 -0.71568 0.85276 -0.1 -0.1 0.0 0.32
H 1.82451 1.01292 1.09453 -0.1 -0.1 -0.1 0.32
C 1.28064 0.58167 0.24795 0.1 0.0 0.0 -0.55
H 1.94343 0.63345 -0.62562 -0.1 0.0 0.1 0.28
H 0.46533 -0.99562 1.49889 0.1 0.0 -0.1 0.24
C -0.25826 -1.06212 -0.54404 0.0 0.0 0.0 -0.90
H 0.17716 -1.15241 -1.54793 -0.1 0.1 0.1 0.29
H -0.43651 1.79612 0.85960 0.1 0.0 -0.1 0.28
H 1.68520 -1.58821 0.35874 -0.1 0.1 0.0 0.35
C 0.86286 -0.87567 0.48268 0.0 0.0 0.0 -0.48
C -1.07104 0.23880 -0.45623 0.3 0.1 -0.2 0.24
```
Forces are in eV/Å.

The charge is 0. The energy comes out at -7394.577 eV. As for the spin multiplicity: 1. The calculation puts the LUMO energy at 1.1 eV.